Record 1
38
Properties=species:S:1:pos:R:3:mulliken_charge:R:1 method="wB97M-V/def2-TZVPD" total_charge=+1 de_lowest_kcal_mol=60.6 e_homo_ev=-11.6 lumo_energy_ev=-2.884
N 0.0152 -1.4728 -1.2717 0.057
C -0.8983 -0.5913 -0.4276 1.345
C -2.3540 -1.0006 -0.5630 -1.579
C -0.3175 -0.5943 1.0262 -0.607
N -1.2411 -0.0231 1.9629 -0.188
C -0.8628 1.1671 2.7469 -0.724
C -0.4417 2.2696 1.8177 0.361
O -1.5586 3.2170 1.7099 -0.565
H -0.2663 -1.4350 -2.2450 0.443
H 0.9439 -1.0482 -1.1807 0.231
H 0.1914 -2.3746 -0.8144 0.302
H -0.8018 0.4190 -0.8258 -0.812
H -3.0039 -0.2262 -0.1791 0.385
H -2.5556 -1.3925 -1.5655 0.428
H -2.5068 -1.9366 -0.0137 0.388
H 0.5559 -0.0011 0.7578 0.367
H -0.0076 -1.6061 1.2830 0.106
H -1.7456 -0.7429 2.4493 0.303
H 0.0023 0.9158 3.3717 0.243
H -1.7221 1.4426 3.3417 0.461
H 0.2937 3.0238 2.0964 0.368
H -0.0606 1.9853 0.8346 -0.300
H -1.8845 3.3112 0.8115 0.285
H -1.2502 1.4079 -2.5596 0.267
H -0.4074 2.6473 -2.9183 0.265
O -0.4296 1.8688 -2.3540 -0.537
H 3.3393 -1.7984 0.3770 0.301
H 2.5987 -0.4758 0.2797 0.202
O 2.4501 -1.4349 0.2961 -0.552
H 0.2854 -3.4615 2.0517 0.286
H 1.5732 -3.3636 0.9825 0.300
O 0.6416 -3.3981 1.1694 -0.648
H 1.1661 1.2097 -1.2192 0.086
H 2.5869 1.7710 -1.2685 0.322
O 2.0972 0.9529 -1.1192 -0.604
H 2.2931 -0.7494 -3.6538 0.298
H 1.5949 0.3133 -3.0659 0.346
O 1.3799 -0.5462 -3.4640 -0.629


Record 2
39
Properties=species:S:1:pos:R:3:mulliken_charge:R:1 method="wB97M-V/def2-TZVPD" total_charge=+1 de_lowest_kcal_mol=127.2 e_homo_ev=-12.8 lumo_energy_ev=-2.448
C -3.0351 -0.7096 -0.4783 -1.035
N -1.7877 -1.2280 -1.3543 -0.384
C -1.1614 -2.3707 -0.5657 -0.186
C 0.3060 -2.7661 -0.9735 -0.123
O 0.7554 -2.5373 -2.0549 -0.533
C -2.3500 0.2379 0.5940 -0.145
N -1.5375 1.4003 0.1693 0.115
C -2.3263 2.3213 -0.8087 -0.981
H -3.6051 -1.5379 0.0155 0.296
H -3.6541 -0.2680 -1.1526 0.502
H -2.2113 -1.5279 -2.2225 0.314
H -1.8308 -3.2197 -0.5498 0.461
H -0.9480 -1.8873 0.4562 0.162
H 0.7880 -3.1057 -0.1088 0.471
H -1.5929 -0.5212 0.9578 -0.141
H -3.0300 0.6564 1.3221 0.559
H -0.6844 1.1016 -0.3229 0.202
H -1.3144 1.8676 1.1111 0.410
H -2.7238 1.6193 -1.4667 0.381
H -3.1493 2.8475 -0.3204 0.355
H -1.8613 3.2087 -1.1334 0.385
H 3.0709 0.6859 1.3704 0.296
H 3.4767 1.9568 0.6557 0.328
O 2.8753 1.5844 1.3804 -0.705
H 2.4795 -1.3088 -1.9504 0.275
H 3.6320 -1.2885 -1.0462 0.293
O 2.7279 -0.9504 -1.0761 -0.549
H 1.7952 1.2710 -1.6097 0.279
H 2.3906 2.5629 -2.1834 0.255
O 2.1901 2.0484 -1.4437 -0.515
H 0.7021 -0.7723 2.1802 0.405
H 0.8477 0.3050 1.2962 -0.019
O 0.0841 -0.2219 1.4773 -0.442
H 2.4263 -1.6935 0.6205 0.348
H 3.3624 -2.7488 1.3244 0.254
O 2.9332 -1.9992 1.3926 -0.620
H 0.5004 2.7370 2.8042 0.340
H 1.2145 1.9520 1.7486 0.328
O 0.2452 2.2988 1.9456 -0.638


Record 3
41
Properties=species:S:1:pos:R:3:mulliken_charge:R:1 method="wB97M-V/def2-TZVPD" total_charge=+1 de_lowest_kcal_mol=0.0 multiplicity=2 e_homo_ev="-14.2 / -14.2" s_squared=0.76 lumo_energy_ev="-3.502 / -8.332"
C 0.7576 1.1648 -1.0197 0.008
N 0.4842 0.4269 -2.2025 0.354
C -0.8426 0.5746 -2.7424 -0.598
C -1.9036 0.0629 -1.7912 -0.994
C 1.3835 -0.6476 -2.6011 -0.696
C 0.7939 -1.9935 -3.0679 0.052
O -0.3616 -2.2697 -3.1294 -0.353
O 1.7789 0.9904 -0.4313 -0.441
H 0.0336 1.9568 -0.8169 0.470
H -1.0057 0.2285 -3.7527 0.480
H -0.9661 1.6549 -2.9286 0.403
H -2.0879 0.6229 -0.8741 0.135
H -2.8319 0.0586 -2.3379 0.412
H -1.8359 -0.9303 -1.3672 0.414
H 2.0436 -0.8580 -1.7514 0.563
H 2.0638 -0.2411 -3.3726 0.328
H 1.5890 -2.7431 -3.1891 0.396
H -1.9500 3.3942 -0.5036 0.304
H -1.9515 1.9823 0.0442 0.433
O -2.1146 2.5282 -0.7643 -0.601
H 0.4271 4.0625 1.1669 0.323
H 0.8005 2.5502 1.1149 0.282
O 0.7180 3.3328 1.6931 -0.641
H 3.2073 -0.8233 3.0586 0.328
H 3.3824 0.2149 1.9307 0.322
O 3.8115 -0.5255 2.3607 -0.648
H 0.8067 -3.2391 1.4092 0.365
H 0.5051 -3.5630 2.8634 0.295
O 0.0686 -3.3612 2.0416 -0.691
H -1.6053 1.3662 2.0420 0.368
H -1.9004 0.0544 1.2142 0.294
O -1.4711 0.9428 1.1808 -0.589
H 1.1708 -1.7320 -0.1436 0.286
H 2.4259 -1.6983 0.8112 0.385
O 1.9103 -2.2594 0.2079 -0.714
H -0.2941 0.7383 3.7120 0.306
H -0.0206 2.1657 3.3239 0.324
O -0.6778 1.6126 3.6999 -0.669
H -1.2558 -2.0659 1.7766 0.344
H -2.9831 -2.0470 1.6070 0.255
O -2.1026 -1.6881 1.5289 -0.598


Record 4
39
Properties=species:S:1:pos:R:3:mulliken_charge:R:1 method="wB97M-V/def2-TZVPD" smiles="C=C/C=C/NC.O.O.O.O.O.O.O.O" de_lowest_kcal_mol=122.9 e_homo_ev=-7.1 lumo_energy_ev=0.379
C -0.9056 2.5959 0.4192 -0.898
C -0.7518 1.3106 0.0500 -0.802
C 0.5106 0.9520 -0.5663 -1.789
C 0.5953 -0.3538 -1.0562 -0.050
N 1.6949 -1.1388 -0.8429 -0.044
C 1.6449 -2.5174 -1.3266 -0.913
H -1.8754 2.9837 0.8391 0.242
H -0.2007 3.2774 0.4001 0.408
H -1.6024 0.6506 0.0176 1.261
H 1.3328 1.6396 -0.6972 1.051
H -0.2525 -0.9031 -1.3764 0.402
H 2.5130 -0.6421 -0.5351 0.230
H 2.0247 -3.3929 -0.6399 0.272
H 0.6026 -2.9057 -1.6330 0.279
H 2.2897 -2.6088 -2.1512 0.418
O 0.9111 -2.2457 3.7146 -0.682
H 1.6229 -1.7267 3.3472 0.303
H 0.2260 -1.4781 3.9106 0.373
O -0.7934 -3.4528 1.1979 -0.740
H -0.0922 -2.7482 1.4385 0.395
H -1.0859 -3.7859 2.0042 0.320
O 1.8256 2.8917 -2.1694 -0.695
H 0.8705 2.5238 -2.0594 0.417
H 2.0642 2.4141 -2.9127 0.326
O 4.1292 1.2851 -0.9921 -0.663
H 3.5435 2.0854 -1.2327 0.326
H 4.3269 1.4609 -0.0671 0.321
O -3.3354 1.9138 -1.2860 -0.679
H -3.4370 2.7774 -1.0027 0.342
H -2.7249 1.5792 -0.5772 0.138
O -0.6905 0.3054 3.3596 -0.673
H -1.5002 -0.1134 3.7216 0.351
H -1.0429 0.6940 2.5484 0.298
O -2.4525 -1.2595 1.7516 -0.562
H -1.9431 -2.1011 1.5747 0.347
H -3.3289 -1.4804 1.6804 0.260
O -1.4488 0.2168 -2.8686 -0.581
H -1.5788 0.8910 -2.2138 0.444
H -1.6853 0.4058 -3.7689 0.248


Record 5
39
Properties=species:S:1:pos:R:3:mulliken_charge:R:1 method="wB97M-V/def2-TZVPD" smiles="C/C=C/C=C/N.O.O.O.O.O.O.O.O" de_lowest_kcal_mol=60.8 e_homo_ev=-7.7 lumo_energy_ev=0.271
C -1.5862 -3.1026 -2.1527 -1.159
C -1.5060 -2.3372 -0.8647 0.049
C -0.9608 -1.1176 -0.8423 -1.010
C -0.8909 -0.3027 0.3920 -0.168
C 0.1139 0.4778 0.7775 0.062
N 0.1944 1.1199 1.9743 -0.269
H -2.5426 -3.6277 -2.2629 0.336
H -1.4420 -2.5027 -3.0381 0.281
H -0.9241 -3.9625 -2.2219 0.336
H -1.5898 -2.8808 0.0642 0.377
H -0.7975 -0.5652 -1.7612 0.393
H -1.7982 -0.2809 0.9784 0.342
H 1.0393 0.4305 0.2028 0.240
H -0.5599 1.0879 2.6313 0.157
H 0.8291 1.8856 2.1027 0.155
O 2.6885 2.0461 -3.6857 -0.637
H 3.2340 1.2586 -3.5753 0.309
H 2.0718 2.0007 -2.9392 0.325
O 1.4998 3.1879 -0.2525 -0.665
H 0.5725 3.4370 -0.1341 0.379
H 1.9727 3.9427 -0.6133 0.285
O 2.4924 3.2146 2.4313 -0.681
H 2.4081 2.9752 1.4854 0.360
H 3.1990 2.6177 2.7158 0.347
O -1.1827 3.1665 -0.3230 -0.620
H -1.6269 2.3833 -0.6877 0.363
H -1.8069 3.8917 -0.4634 0.241
O -3.0364 1.2133 -1.8292 -0.696
H -3.8572 1.3456 -1.3280 0.328
H -2.6629 0.4173 -1.4235 0.309
O -1.1543 -2.3196 2.6576 -0.578
H -1.7563 -2.4858 3.3899 0.274
H -0.3277 -1.9613 3.0168 0.311
O 1.2130 -3.9705 -0.4834 -0.633
H 1.6899 -3.1556 -0.6596 0.307
H 0.5085 -4.0066 -1.1349 0.261
O 1.9304 -1.2474 2.9649 -0.627
H 2.2806 -1.8867 2.3363 0.327
H 2.0714 -0.3867 2.5557 0.288


Record 6
39
Properties=species:S:1:pos:R:3:mulliken_charge:R:1 method="wB97M-V/def2-TZVPD" smiles=OCCCCNCO.O.O.O.O.O.O de_lowest_kcal_mol=94.2 e_homo_ev=-9.1 lumo_energy_ev=0.151
O 2.1623 -2.7522 1.1529 -0.575
C 2.1691 -2.3518 -0.2173 -0.366
C 0.7295 -2.2242 -0.7511 -0.864
C -0.0310 -0.9030 -0.7562 0.920
C 0.5279 -0.1320 -1.9143 -0.622
N -0.2925 1.0727 -2.1321 -0.073
C 0.3310 2.3606 -2.0879 -0.439
O -0.4131 3.0641 -1.0164 -0.548
H 2.0069 -1.9347 1.7335 0.335
H 2.6499 -1.3288 -0.3271 0.181
H 2.7370 -3.1289 -0.7386 0.293
H 0.6112 -2.7028 -1.7506 0.443
H 0.1978 -3.0340 -0.1934 0.202
H -1.1470 -1.0329 -0.8118 -0.047
H 0.0301 -0.3167 0.2092 -0.293
H 0.6000 -0.7704 -2.9561 0.199
H 1.5288 0.1032 -1.5812 0.295
H -0.8537 0.9779 -2.9470 0.254
H 0.0364 3.0411 -2.9352 0.329
H 1.4731 2.3007 -1.9626 0.280
H -1.3308 2.9876 -1.2726 0.306
O -0.1499 1.5595 1.7638 -0.706
H 0.1709 1.7362 0.8256 0.217
H -1.1049 1.4814 1.8581 0.350
O -2.6820 0.7153 1.8953 -0.725
H -3.1162 0.7652 2.7785 0.331
H -2.3786 -0.2365 1.9018 0.350
O 2.8378 2.0228 -0.3639 -0.618
H 2.0353 2.1501 0.2168 0.296
H 3.6350 2.0306 0.1820 0.299
O -4.1338 -1.2973 -0.3447 -0.587
H -4.4870 -0.3941 -0.5423 0.298
H -3.8558 -1.6298 -1.1853 0.284
O 2.4294 1.1566 2.3426 -0.701
H 1.3620 1.1385 2.1885 0.417
H 2.4031 2.0903 2.6714 0.305
O -2.2911 -2.7112 1.0901 -0.556
H -3.2538 -2.6184 1.0964 0.271
H -2.3511 -3.5845 0.6728 0.264


Record 7
39
Properties=species:S:1:pos:R:3:mulliken_charge:R:1 method="wB97M-V/def2-TZVPD" smiles="CCN(C=O)CC.O.O.O.O.O.O.O" de_lowest_kcal_mol=50.1 e_homo_ev=-9.1 lumo_energy_ev=0.449
C -1.1217 -2.3856 2.4460 -0.998
C -1.0339 -1.2422 1.4526 -0.726
N -0.0743 -1.5462 0.3673 0.669
C 1.2670 -1.5317 0.5277 -0.108
O 2.0189 -1.4950 -0.4431 -0.667
C -0.6466 -1.8458 -0.9635 -0.116
C -1.2661 -3.2538 -0.8914 -1.377
H -1.3726 -3.2872 1.9143 0.262
H -0.0854 -2.5791 2.7674 0.300
H -1.8443 -2.1430 3.2201 0.390
H -0.7083 -0.2243 1.7479 0.417
H -1.9485 -0.8181 0.9779 0.200
H 1.6595 -1.5138 1.5458 0.358
H 0.1783 -1.8048 -1.6884 0.458
H -1.4519 -1.1765 -1.2538 -0.025
H -1.9427 -3.4126 -0.0900 0.286
H -0.4132 -3.9478 -0.7528 0.358
H -1.6044 -3.5987 -1.8738 0.391
O 1.7126 1.1854 -2.2527 -0.612
H 1.7051 0.3608 -1.7450 0.334
H 2.3448 1.7408 -1.7760 0.252
O -0.5516 1.5946 -0.7482 -0.486
H -0.4905 1.3785 -1.7281 0.341
H 0.4135 1.6581 -0.6507 0.239
O 2.6940 1.3324 2.8616 -0.636
H 2.3863 1.8970 3.5609 0.307
H 2.0387 0.6681 2.6473 0.322
O -3.3953 0.8636 -1.0892 -0.644
H -3.9892 1.4669 -1.5619 0.270
H -2.5135 1.0130 -1.4243 0.285
O 3.3489 2.4258 0.5560 -0.569
H 4.1701 2.3682 0.0550 0.297
H 3.6924 2.4457 1.4528 0.298
O -0.7168 1.6587 -3.4026 -0.685
H 0.1270 2.0142 -3.6894 0.293
H -0.6511 0.7951 -3.8285 0.331
O -2.2095 1.8309 2.0575 -0.607
H -3.1397 2.0902 2.0761 0.306
H -2.0844 2.0368 1.1095 0.290


Per-record E, hartree: -766.1795; -841.3340; -1012.3114; -862.0380; -862.1370; -862.0837; -862.1539